No. 1
# C6H14N3

A gas-phase ion, C6H14N3 (charge +1) (ωB97M-V with the def2-TZVPD basis set, OMol25).

LUMO energy: -0.09780 Eh
electronic energy: -400.9355 a.u.
multiplicity: 1
frontier orbital gap: 0.3718 Ha
net charge: +1
energy above the lowest of the compared OMol25 structures with the same formula, charge and spin: 72.03 kcal/mol
SMILES string: CN[C@@]1(C)CN1C(C)=[NH2+]

Element x y z (Å)
C 3.042 0.428 -0.421
N 1.904 -0.227 0.356
C 0.668 -0.675 -0.019
C 0.590 -0.889 -1.702
C -0.190 -1.415 1.055
N -0.659 -0.125 0.500
C -1.608 0.655 0.599
C -2.034 1.582 -0.444
N -2.428 0.477 1.642
H 2.716 1.490 -0.250
H 4.022 0.181 0.067
H 3.030 0.113 -1.498
H 2.310 -0.453 1.308
H -0.399 -1.360 -1.928
H 1.282 -1.586 -1.871
H 0.470 0.102 -2.151
H 0.357 -1.602 2.010
H -0.765 -2.260 0.770
H -2.792 0.990 -0.911
H -1.365 1.805 -1.240
H -2.562 2.490 0.113
H -3.462 0.589 1.763
H -2.124 -0.308 2.253



No. 2
# C6H14N4

2 unconnected molecules or ions with the total composition C6H14N4 (ωB97M-V with the def2-TZVPD basis set, OMol25).

LUMO energy (spin up / spin down): -0.33501 / -0.33510 Eh
electronic energy: -455.0883 a.u.
multiplicity: 1
frontier orbital gap (spin up / spin down): 0.3542 / 0.3542 Ha
net charge: +2
energy above the lowest of the compared OMol25 structures with the same formula, charge and spin: 238.77 kcal/mol

Element x y z (Å)
C -0.510 1.612 1.172
C -1.139 0.831 0.044
C -0.482 -0.569 0.063
C 0.866 0.047 0.274
C -0.780 -1.295 -1.270
C -0.651 -1.466 1.307
N 0.839 1.303 0.851
N 2.835 -0.913 -0.171
N -0.377 1.401 -1.171
N 0.949 1.246 -0.594
H -0.623 2.694 1.183
H -0.681 1.251 2.235
H -2.318 1.045 -0.062
H -1.655 -1.869 -1.199
H -0.054 -2.093 -1.439
H -0.888 -0.822 -2.141
H -0.369 -2.380 0.914
H -1.673 -1.557 1.639
H 0.008 -0.940 2.031
H 3.272 -0.254 0.561
H 2.742 -1.855 0.246
H -0.505 0.713 -2.011
H -0.683 2.388 -1.551
H 1.877 1.485 -0.910